{"formula": "C2H8N2O2", "method": "ωB97M-V/def2-TZVPD", "smiles": "NC=O.NCO", "largest_force_ev_per_a": 1.29, "e_above_lowest_kj_mol": 113.65, "total_charge": 0, "homo_lumo_gap_ev": 10.86, "homo_energy_ev": -9.85, "elements": ["N", "C", "O", "H", "H", "H", "N", "C", "O", "H", "H", "H", "H", "H"], "xyz": [[-1.570248, 0.070264, -1.432169], [-2.154692, -0.710125, -0.479467], [-1.540586, -1.310478, 0.368020], [-1.858824, 0.002839, -2.399738], [-0.645560, 0.457078, -1.326053], [-3.253685, -0.664680, -0.407149], [1.535320, 0.113149, 1.703655], [1.274858, 0.819870, 0.524431], [1.404116, 0.068363, -0.711800], [0.901447, -0.661413, 1.854486], [2.468176, -0.238461, 1.844976], [0.255545, 1.220135, 0.539923], [1.921484, 1.686073, 0.385947], [1.262646, -0.852620, -0.465058]], "forces_ev_per_a": [[-0.4, 0.5, -1.0], [0.2, 0.2, 0.4], [0.4, 0.0, 0.5], [-0.5, 0.3, 0.4], [0.4, -0.8, 0.2], [0.0, -0.3, -0.7], [-0.1, -0.6, 0.8], [-0.3, 0.5, -1.2], [0.2, 0.1, 0.3], [-0.3, 0.2, 0.0], [0.3, 0.3, -0.3], [-0.1, -0.2, 0.3], [0.3, -0.1, 0.2], [-0.1, 0.0, -0.2]]}